1.
Computed, not measured: C18H16N6O4V as an isolated structure, with wB97M-V/def2-TZVPD.

Structure (XYZ):
```
45
Properties=species:S:1:pos:R:3:forces:R:3
V -0.39327 -0.18930 0.95689 0.006 0.282 -0.119
O 2.50758 -1.76465 3.23368 0.049 0.051 0.047
C 1.75138 -1.02438 2.70818 -0.147 -0.072 -0.111
N 1.02187 -1.28620 1.49013 0.131 -0.027 0.176
C 1.29489 -2.53549 0.81935 -0.003 0.074 0.034
O 2.22987 -3.23045 1.01123 -0.025 -0.032 -0.053
C 0.20310 -2.80813 -0.16716 0.046 -0.017 -0.017
C 0.12658 -3.95275 -0.92734 0.005 0.005 0.003
C -0.90049 -4.04305 -1.85998 -0.003 -0.005 -0.003
C -1.77557 -2.97292 -2.02076 0.005 0.018 0.001
C -1.61841 -1.84818 -1.23506 -0.028 -0.025 -0.010
N -0.66346 -1.79428 -0.28990 0.068 -0.031 0.064
C 1.36645 0.32435 3.22536 0.047 -0.014 0.028
C 1.98252 0.93124 4.29534 0.000 -0.011 -0.010
C 1.57457 2.21581 4.63697 0.005 0.002 0.007
C 0.57902 2.83701 3.88894 -0.017 0.002 -0.021
C 0.00642 2.16041 2.83110 0.005 0.025 0.033
N 0.38307 0.90427 2.52051 -0.005 -0.068 -0.044
H 0.86248 -4.73437 -0.78894 0.002 0.003 0.008
H -1.00456 -4.92868 -2.47377 -0.003 -0.004 0.005
H -2.56655 -3.00225 -2.75740 -0.003 -0.002 0.002
H -2.24989 -0.97742 -1.36372 -0.011 -0.007 0.012
H 2.76998 0.40742 4.82194 -0.003 -0.006 -0.001
H 2.04034 2.73599 5.46421 -0.003 -0.003 0.005
H 0.25476 3.84350 4.11492 0.001 0.001 0.002
H -0.75080 2.62384 2.21121 0.002 0.002 0.004
O -0.54230 3.37472 -0.82431 0.014 -0.291 0.306
C -0.21842 2.57782 -1.54770 0.024 0.794 -0.846
O -0.05948 0.80098 -0.21361 -0.095 -0.245 0.114
C 0.18019 2.02641 -2.80526 0.027 -0.171 0.170
C 0.47522 3.00185 -3.75790 0.041 0.002 -0.030
C 0.87568 2.53953 -5.00902 -0.016 0.017 0.026
C 0.94155 1.17762 -5.21218 0.006 0.000 -0.013
C 0.60170 0.29481 -4.16977 -0.001 0.001 0.016
N 0.22748 0.69893 -2.97293 0.002 -0.010 -0.030
H 0.40238 4.05911 -3.53690 0.002 0.002 -0.001
H 1.12834 3.24002 -5.79355 -0.003 0.001 0.000
H 1.25353 0.77669 -6.16765 -0.004 -0.007 0.002
H 0.64762 -0.77497 -4.32946 0.000 0.000 -0.003
N -2.40694 0.34998 1.52182 0.091 -0.025 0.201
N -2.02306 -0.87432 2.19478 -0.111 -0.398 0.122
H -2.64646 1.08074 2.18979 -0.034 -0.002 -0.009
H -3.22106 0.19800 0.92741 0.024 0.065 -0.047
H -2.61812 -1.66440 1.95205 -0.101 0.083 -0.017
H -2.02977 -0.77488 3.20845 0.013 0.042 -0.003
```
Forces are in eV/Å.

Summary:
**Net charge**: +3
**Highest occupied orbital energy**: -18.85 eV
**Molecular weight**: 431.308 g mol⁻¹
**LUMO energy**: -12.318 eV
**Total energy**: -61716.1749 eV
**Kohn-Sham gap**: 6.5 eV
**Energy above the lowest of the compared OMol25 structures with the same formula, charge and spin**: 17.3 kJ/mol

=====

2.
Computed, not measured: one molecule with the formula C18H16N6S, with wB97M-V/def2-TZVPD.

Structure (XYZ):
```
41
Properties=species:S:1:pos:R:3:forces:R:3
N -2.29569 4.36574 -0.77253 0.636 -0.567 -0.023
N -2.31639 3.00503 -0.34100 0.604 -1.403 0.012
C -1.73261 1.96712 -1.08290 -0.600 0.934 -1.371
C -1.58131 2.00246 -2.47766 0.795 -1.861 1.031
C -0.94565 0.89644 -3.20321 0.082 1.935 1.219
C -0.67853 1.03325 -4.68136 -0.692 -0.513 -0.864
C 0.18245 0.13634 -5.35380 -0.131 0.605 0.310
C 0.41337 0.23809 -6.73166 -0.777 0.266 1.166
C -0.34542 1.12905 -7.46844 0.718 -0.578 -0.516
C -1.27512 1.92810 -6.84935 -0.335 0.577 -0.958
C -1.42429 1.93451 -5.49397 0.769 -0.851 1.291
N -0.46808 -0.12316 -2.55129 -0.238 -0.887 1.660
C -0.71218 -0.19950 -1.16914 -0.101 0.409 -2.741
N -0.48053 -1.21370 -0.38271 -0.286 0.107 1.645
C -0.97063 -0.73766 0.82686 1.472 -1.718 0.396
S -0.75204 -1.59421 2.37622 -0.293 0.226 -0.390
C 0.41690 -2.91311 1.91853 0.154 -0.522 -1.057
C 0.89208 -3.64870 3.15137 0.443 0.286 0.189
C 2.27955 -3.85405 3.35733 -0.210 0.199 0.544
C 2.69103 -4.43790 4.55922 -0.002 -0.603 -0.206
C 1.73702 -4.86395 5.50027 1.538 -0.043 0.270
C 0.40526 -4.67363 5.30331 -0.417 0.205 -0.705
C -0.03074 -4.10332 4.10160 -0.541 -0.016 0.403
N -1.47092 0.46866 0.83742 -0.240 0.311 0.020
N -1.32039 0.80333 -0.45728 -0.482 1.633 -1.396
H -3.10245 4.63170 -1.34954 0.441 -0.657 0.296
H -1.41263 4.58596 -1.27679 -0.906 -0.382 0.573
H -2.37557 2.77538 0.66939 0.193 0.944 -1.001
H -1.89964 2.84186 -3.01119 -0.446 1.144 -0.492
H 0.68084 -0.63413 -4.78333 0.086 0.070 0.133
H 1.13059 -0.40901 -7.18173 0.334 -0.328 -0.353
H -0.20396 1.17830 -8.54136 -0.089 0.045 0.004
H -1.89346 2.55598 -7.48641 0.059 0.098 0.282
H -2.12237 2.62252 -5.07365 -0.420 0.225 0.379
H 1.24704 -2.43429 1.33785 -0.682 -0.653 0.556
H -0.09379 -3.67485 1.28756 0.265 0.793 0.049
H 3.04408 -3.53169 2.61750 -0.819 -0.175 0.540
H 3.75494 -4.64611 4.74759 -0.555 0.237 -0.134
H 2.03374 -5.36849 6.42043 0.247 0.250 -0.230
H -0.24632 -4.97354 6.11148 -0.437 -0.023 -0.296
H -1.12871 -4.03085 3.96812 0.863 0.278 -0.235
```
Forces are in eV/Å.

Summary:
**Highest occupied orbital energy**: -8.39 eV
**Molecular weight**: 348.435 g mol⁻¹
**SMILES string**: NNc1cc(-c2ccccc2)nc2nc(SCc3ccccc3)nn12
**LUMO energy**: 0.105 eV
**Total energy**: -38700.3206 eV
**Kohn-Sham gap**: 8.5 eV
**Energy above the lowest of the compared OMol25 structures with the same formula, charge and spin**: 119.5 kJ/mol

=====

3.
Computed, not measured: C18H16N8S3SbSe3TeTi as an isolated structure, with wB97M-V/def2-TZVPD.

Structure (XYZ):
```
51
Properties=species:S:1:pos:R:3:forces:R:3
Ti -0.61580 -1.44988 0.07196 -0.344 -0.565 2.410
N -4.01915 1.95557 1.14194 -0.072 0.044 0.103
C -3.42901 0.73094 1.13574 0.024 -0.047 -0.013
N -2.17265 0.52506 1.23070 0.206 0.089 -0.272
C -1.30506 1.62188 1.29974 -0.517 0.340 0.310
N -0.04356 1.43838 1.32873 0.461 -0.539 -0.170
N 0.29777 0.11229 1.12982 0.158 -0.492 -0.128
C 1.50710 -0.24032 1.62271 0.376 -0.291 0.239
C 1.79462 -1.58905 1.65820 -0.153 0.540 0.239
C 2.93651 -2.14101 2.31778 0.051 -0.111 -0.098
C 3.06879 -3.48148 2.42834 0.134 -0.074 0.056
C 2.05649 -4.33546 1.87878 0.003 -0.001 -0.026
C 0.99429 -3.78792 1.24021 -0.007 0.138 0.083
N 0.82884 -2.43126 1.10089 0.070 0.560 -0.577
C -1.87527 2.98034 1.38863 0.117 -0.292 0.031
C -1.09980 4.12478 1.55074 0.061 -0.010 0.041
C -1.68864 5.37204 1.61500 -0.134 0.018 0.007
C -3.07479 5.49206 1.49245 0.168 0.092 -0.008
C -3.85597 4.36984 1.31223 -0.045 -0.119 -0.040
C -3.25556 3.11231 1.26991 -0.126 0.051 0.051
H -4.96114 2.01819 0.79492 -0.003 0.020 -0.014
H -4.09088 -0.12757 1.06539 0.003 0.011 -0.071
H 2.15946 0.50237 2.06705 -0.017 0.055 -0.051
H 3.66954 -1.46220 2.73861 -0.012 0.023 -0.021
H 3.92560 -3.90262 2.94370 -0.020 -0.031 -0.020
H 2.11866 -5.41281 1.94761 0.033 0.008 0.024
H 0.22279 -4.42330 0.82291 -0.048 0.059 -0.073
H -0.02642 4.00198 1.61016 -0.014 -0.005 -0.005
H -1.07629 6.25522 1.74670 -0.006 0.005 -0.014
H -3.54292 6.46827 1.53627 0.012 -0.001 -0.029
H -4.93086 4.45430 1.19694 0.007 -0.012 0.027
S -1.59989 -6.14600 0.02144 -0.110 0.109 -0.051
Sb -2.49799 -4.16722 -0.75174 0.139 -0.184 0.044
S -2.39658 -2.55234 1.13231 0.232 0.023 -0.187
S -0.61625 -2.90852 -1.77574 0.009 -0.110 0.058
Se -3.08740 -0.80495 -1.76193 -1.060 0.539 -0.877
Se -4.73764 0.70676 -2.16006 0.468 -0.323 0.185
Te -1.17386 2.77194 -2.31628 -0.147 -0.109 0.224
Se -1.04635 0.36731 -1.64726 -0.010 0.609 -1.456
N 2.87669 0.16327 -5.10818 -0.041 -0.142 0.015
C 3.01476 -0.38611 -3.84420 -0.249 0.089 -0.055
C 1.90448 -0.43539 -2.97439 0.155 0.123 -0.224
N 1.99243 -0.94759 -1.77402 0.079 -0.112 0.179
C 3.17440 -1.47828 -1.42433 0.050 -0.030 0.053
C 4.24698 -1.44402 -2.28558 -0.033 0.030 0.000
N 4.18747 -0.87782 -3.50018 0.154 -0.100 0.050
H 2.10500 0.79620 -5.23609 0.034 0.058 0.024
H 3.73945 0.42546 -5.55339 0.003 0.042 0.037
H 0.94854 -0.02840 -3.28504 -0.008 0.005 -0.005
H 3.25076 -1.92860 -0.44325 -0.034 0.004 -0.005
H 5.19831 -1.87659 -1.99685 0.003 0.013 -0.001
```
Forces are in eV/Å.

Summary:
**Net charge**: -2
**Highest occupied orbital energy (alpha / beta)**: -0.59 / -0.53 eV
**Molecular weight**: 974.690 g mol⁻¹
**LUMO energy (alpha / beta)**: 3.826 / 3.005 eV
**Expectation value of S²**: 0.7692
**Total energy**: -296342.6871 eV
**Kohn-Sham gap (alpha / beta)**: 4.4 / 3.5 eV
**Multiplicity**: 2
**Energy above the lowest of the compared OMol25 structures with the same formula, charge and spin**: 211.8 kJ/mol

=====

4.
Computed, not measured: one molecule with the formula C18H17BFNO4, with wB97M-V/def2-TZVPD.

Structure (XYZ):
```
42
Properties=species:S:1:pos:R:3:forces:R:3
O 1.38585 -1.95306 -2.11220 -0.361 -0.283 -1.133
C 0.38611 -1.26270 -1.93908 -0.117 0.066 2.020
C -0.12130 -0.26588 -2.95137 -1.300 -0.196 -0.836
C -0.70413 0.93686 -2.28709 -0.568 -1.357 0.573
C 0.14300 1.76696 -1.60937 0.607 1.748 1.064
C -0.38858 2.75496 -0.75739 1.550 0.051 -0.906
C -1.73450 2.88678 -0.63662 -0.653 1.595 0.658
C -2.57037 2.06237 -1.27884 -1.812 -3.060 -0.602
C -2.06459 0.97307 -2.01621 -1.403 0.230 -1.043
N -0.25828 -1.35070 -0.69908 -0.274 0.665 -0.102
C 0.32253 -2.33146 0.27517 -2.678 -0.393 2.376
C 1.68679 -1.96327 0.73808 1.791 -0.752 0.561
C 1.79210 -0.52457 1.10605 1.386 2.294 -1.543
C 2.63612 0.41492 0.48823 -2.378 -1.485 2.080
O 2.33565 1.71793 0.78246 -0.696 -0.399 0.682
C 1.21692 1.65103 1.58860 -0.480 -0.306 -0.420
C 0.38598 2.72186 1.99472 0.585 -0.025 0.461
F 0.82029 4.03069 1.77213 -0.870 -1.719 0.216
C -0.82114 2.40748 2.62480 1.238 -0.368 -0.763
C -1.09462 1.05342 2.97205 0.287 2.397 -0.052
C -0.24280 0.04475 2.65180 -0.144 0.589 -1.245
C 0.83023 0.29406 1.77838 0.358 1.395 1.333
B 0.22172 -3.90890 0.07240 0.156 1.547 -0.989
O -0.14389 -4.70628 1.14193 -0.218 -1.370 -2.405
O 0.44372 -4.34150 -1.18104 -0.029 -1.282 -0.392
H -0.87596 -0.67962 -3.66127 0.260 -0.327 0.891
H 0.63725 0.00018 -3.64764 1.200 0.184 -0.161
H 1.22792 1.63326 -1.69190 -0.423 0.182 -0.045
H 0.22638 3.47102 -0.23861 0.363 -0.129 -0.199
H -2.27248 3.64023 -0.06929 0.807 0.269 0.330
H -3.62854 2.12690 -0.99718 0.279 -0.108 -0.623
H -2.73210 0.17372 -2.47609 0.825 1.263 0.715
H -0.73580 -0.46224 -0.30632 1.004 -2.243 -1.019
H -0.37681 -2.50111 1.18309 0.599 1.835 -1.067
H 1.97837 -2.69162 1.58726 -0.193 1.169 -1.283
H 2.31151 -2.11580 -0.17877 0.112 -0.058 1.236
H 3.46191 0.24216 -0.11726 1.262 -0.054 -1.031
H -1.59282 3.14313 2.73677 0.044 0.458 0.420
H -1.98452 0.96300 3.55955 -0.349 -0.684 0.149
H -0.55288 -0.91057 2.90681 -0.121 -1.868 0.452
H -0.34074 -5.54007 0.61256 0.326 0.768 1.576
H 0.78648 -3.60139 -1.72025 0.025 -0.239 0.065
```
Forces are in eV/Å.

Summary:
**Highest occupied orbital energy**: -8.56 eV
**Molecular weight**: 341.147 g mol⁻¹
**SMILES string**: O=C(Cc1ccccc1)N[C@H](Cc1coc2c(F)cccc12)B(O)O
**LUMO energy**: 0.525 eV
**Total energy**: -32017.1985 eV
**Kohn-Sham gap**: 9.1 eV
**Energy above the lowest of the compared OMol25 structures with the same formula, charge and spin**: 184.4 kJ/mol

=====

5.
Computed, not measured: a 2-piece molecular cluster, C18H17BN3O7 overall, with wB97M-V/def2-TZVPD.

Structure (XYZ):
```
46
Properties=species:S:1:pos:R:3:forces:R:3
O 4.06451 -4.11443 0.91208 -0.646 -1.163 0.285
C 4.70276 -3.12703 0.81378 0.208 -0.039 -0.305
O 6.00087 -3.07014 0.46375 0.218 0.661 0.704
O 6.57008 -4.35970 0.41264 0.104 -0.262 -0.605
C 4.06619 -1.80486 1.07854 0.017 0.656 -0.358
C 4.74368 -0.71345 1.58945 0.011 -0.060 -0.027
C 4.07153 0.47336 1.85898 0.599 -0.500 0.156
C 4.78629 1.64504 2.45169 -0.653 0.066 -0.632
B 4.28859 3.09676 2.01444 0.436 0.610 -0.052
O 2.99766 3.35037 1.55914 -0.117 -0.639 0.425
O 5.19032 4.12773 2.10409 -0.366 -0.573 0.433
N 2.76057 0.50774 1.58616 -0.205 -0.277 0.003
C 2.05794 -0.52017 1.05632 -0.040 -0.450 -0.074
C 0.62899 -0.30672 0.77873 -0.430 0.498 -0.153
C 0.11625 0.96536 0.52579 0.119 -0.505 0.193
C -1.23371 1.07646 0.23732 -0.100 0.615 -0.041
N -2.10164 0.07277 0.20767 0.407 -0.305 0.190
C -1.61227 -1.13996 0.46232 0.294 0.358 -0.038
C -0.27217 -1.35825 0.72996 0.331 -0.615 0.141
C 2.71051 -1.71001 0.79348 -0.082 0.488 0.253
H 6.68940 -4.62120 1.33902 -0.082 0.175 0.146
H 5.79640 -0.79926 1.79969 0.149 0.147 0.028
H 5.83917 1.54965 2.21391 0.213 0.014 0.079
H 4.71030 1.59874 3.54188 -0.012 0.007 0.133
H 2.37351 3.49007 2.28036 -0.181 0.388 -0.138
H 5.11408 4.56064 2.96333 0.307 0.492 -0.193
H 2.24403 1.35860 1.77680 0.216 0.210 -0.106
H 0.74232 1.84369 0.54019 -0.009 0.218 -0.199
H -1.62337 2.06013 0.01425 -0.171 0.056 -0.024
H -2.28535 -1.98359 0.45381 -0.238 0.009 -0.053
H 0.06061 -2.36767 0.91694 -0.024 -0.125 0.067
H 2.17211 -2.54294 0.38089 -0.017 -0.159 -0.102
C -4.79223 -0.09970 -1.57406 0.007 -0.114 0.043
C -6.12421 -0.23471 -1.20103 0.114 0.025 -0.081
C -7.13334 -0.01495 -2.12515 -0.108 -0.049 0.185
C -6.78901 0.33508 -3.41712 0.118 -0.041 0.114
C -5.47201 0.48048 -3.80872 0.200 0.044 -0.125
C -4.47040 0.26089 -2.87656 -0.063 -0.028 0.113
N -7.85657 0.54973 -4.40903 -0.053 0.034 -0.046
O -9.00347 0.43488 -4.03155 -0.019 -0.006 0.017
O -7.52107 0.82680 -5.54181 0.016 0.009 -0.016
H -3.99868 -0.27262 -0.85238 -0.279 0.113 -0.169
H -6.37826 -0.51351 -0.18742 -0.024 0.001 0.003
H -8.16981 -0.11785 -1.84059 -0.036 0.021 -0.118
H -5.22701 0.75847 -4.82289 -0.124 -0.005 -0.033
H -3.43408 0.36928 -3.16908 -0.003 0.001 -0.023
```
Forces are in eV/Å.

Summary:
**Net charge**: +1
**Highest occupied orbital energy**: -11.49 eV
**Molecular weight**: 398.160 g mol⁻¹
**LUMO energy**: -5.008 eV
**Total energy**: -38411.5991 eV
**Kohn-Sham gap**: 6.5 eV